The following is a DFT calculation (ωB97M-V with the def2-TZVPD basis set) of a 2-piece molecular cluster, CH4O4P2 overall at a distorted geometry.

```
11
Properties=species:S:1:pos:R:3:mulliken_charge:R:1
O -4.251 -0.411 -0.300 -0.71
H 0.718 0.288 -0.132 0.28
O 4.120 -1.002 0.264 -0.71
H 1.230 -1.366 0.170 0.29
P 3.113 0.076 0.138 0.55
H -2.447 0.991 -1.031 -0.06
O 3.589 1.432 -0.268 -0.72
H -2.917 1.067 0.955 -0.05
C 1.450 -0.349 0.144 -0.68
O -1.736 -0.813 0.101 -0.56
P -2.871 0.087 -0.041 0.39
```

Values from the calculation:
* total charge: -2
* E_LUMO: 0.24099 hartree

---

The following is a DFT calculation (ωB97M-V with the def2-TZVPD basis set) of a 2-piece molecular cluster, CH4OP2 overall at a distorted geometry.

```
8
Properties=species:S:1:pos:R:3:mulliken_charge:R:1
H -0.666 1.451 1.087 0.36
O 2.343 -0.863 0.460 -0.33
C -0.517 0.792 0.188 -0.91
H -0.374 -1.580 0.304 0.01
H -0.297 1.509 -0.669 0.40
H -1.095 -1.092 -1.286 0.00
P -1.398 -0.687 -0.037 -0.07
P 2.004 0.470 -0.047 0.53
```

Values from the calculation:
* E_LUMO: -0.04683 hartree

---

The following is a DFT calculation (ωB97M-V with the def2-TZVPD basis set) of a 2-piece molecular cluster, CH4OP2 overall at a distorted geometry.

```
8
Properties=species:S:1:pos:R:3:mulliken_charge:R:1
O 2.071 -0.998 0.119 -0.31
P 1.993 0.420 0.173 0.52
H -0.408 -1.094 -0.980 0.02
P -1.232 -0.788 0.079 0.01
C -0.488 0.852 -0.028 -0.91
H -0.636 1.214 -1.048 0.30
H -0.934 1.732 0.533 0.35
H -0.365 -1.337 1.152 0.02
```

Values from the calculation:
* E_LUMO: -0.04033 hartree

---

The following is a DFT calculation (ωB97M-V with the def2-TZVPD basis set) of a 2-piece molecular cluster, CH4OS2 overall at a distorted geometry.

```
8
Properties=species:S:1:pos:R:3:mulliken_charge:R:1
H -0.469 -0.256 -0.487 0.15
C 0.286 -0.321 0.300 -0.71
S -2.352 0.039 -0.243 0.23
O -1.758 1.374 0.090 -0.35
H -0.100 0.177 1.192 0.31
H 2.106 -0.195 -1.237 0.12
S 1.808 0.549 -0.161 -0.16
H 0.479 -1.368 0.546 0.42
```

Values from the calculation:
* structure (SMILES): O=S.CS
* E_LUMO: -0.08372 hartree

---

The following is a DFT calculation (ωB97M-V with the def2-TZVPD basis set) of a 2-piece molecular cluster, CH4OS2 overall at a distorted geometry.

```
8
Properties=species:S:1:pos:R:3:mulliken_charge:R:1
S -2.102 -0.835 1.111 -0.27
C 1.670 -0.194 -0.866 -0.08
O 1.555 0.964 -0.357 -0.20
H -3.103 0.071 1.247 0.14
S 0.945 1.351 1.195 -0.23
H -2.083 -0.138 0.005 0.11
H 1.227 -1.049 -0.431 0.25
H 1.890 -0.170 -1.904 0.27
```

Values from the calculation:
* E_LUMO (spin up / spin down): -0.04365 / -0.04139 hartree

---

The following is a DFT calculation (ωB97M-V with the def2-TZVPD basis set) of a 2-piece molecular cluster, CH4OS2 overall at a distorted geometry.

```
8
Properties=species:S:1:pos:R:3:mulliken_charge:R:1
O -0.156 -0.382 0.371 -0.53
H -1.481 -0.423 -0.923 0.16
H 0.572 1.478 -0.009 0.29
S -2.532 -0.056 -0.178 -0.29
S 2.418 -0.056 -0.186 -0.17
H -1.759 0.419 0.809 0.16
H 2.218 -1.368 0.017 0.16
C 0.722 0.389 0.099 0.22
```

Values from the calculation:
* structure (SMILES): O=CS.S
* E_LUMO: 0.01615 hartree

---

The following is a DFT calculation (ωB97M-V with the def2-TZVPD basis set) of one molecule with the formula CH4S at a distorted geometry.

```
6
Properties=species:S:1:pos:R:3:mulliken_charge:R:1
H -0.260 1.185 -0.862 0.24
H 0.278 -0.976 1.563 0.10
S 0.039 0.311 1.326 -0.19
C -0.053 0.154 -0.493 -0.67
H -0.929 -0.440 -0.707 0.26
H 0.925 -0.234 -0.828 0.25
```

Values from the calculation:
* structure (SMILES): CS
* E_LUMO: 0.03885 hartree

---

The following is a DFT calculation (ωB97M-V with the def2-TZVPD basis set) of a 2-piece molecular cluster, CH4S2 overall.

```
7
Properties=species:S:1:pos:R:3:mulliken_charge:R:1
H -0.580 -0.574 0.515 0.11
H 1.430 1.151 -1.030 0.24
H -2.501 -0.282 0.632 0.15
H 0.568 0.946 0.591 0.36
C 1.149 0.487 -0.210 -0.43
S -1.630 -0.666 -0.312 -0.24
S 1.564 -1.063 -0.185 -0.19
```

Values from the calculation:
* structure (SMILES): C=S.S
* E_LUMO: -0.02062 hartree

---

The following is a DFT calculation (ωB97M-V with the def2-TZVPD basis set) of one molecule with the formula CH4S2 at a distorted geometry.

```
7
Properties=species:S:1:pos:R:3:mulliken_charge:R:1
S -0.279 1.080 -0.248 0.02
H 0.632 -1.022 0.911 0.33
S -2.292 1.289 -0.288 -0.35
H -0.202 -1.313 -0.620 0.25
C 0.541 -0.694 -0.113 -0.75
H 1.453 -0.695 -0.679 0.30
H 0.146 1.354 1.038 0.20
```

Values from the calculation:
* E_LUMO: 0.01485 hartree

---

The following is a DFT calculation (ωB97M-V with the def2-TZVPD basis set) of one molecule with the formula CH4S4 at a distorted geometry.

```
9
Properties=species:S:1:pos:R:3:mulliken_charge:R:1
S -2.594 0.586 -0.564 -0.22
C -0.136 -0.363 1.061 -0.64
S 2.655 -0.360 -0.663 -0.19
H 1.921 -0.699 -1.919 0.17
S 1.333 0.892 0.130 -0.04
H -0.629 0.384 1.637 0.34
S -1.180 -0.950 -0.261 0.04
H 0.315 -1.162 1.570 0.36
H -1.686 1.672 -0.992 0.18
```

Values from the calculation:
* structure (SMILES): SSCSS
* E_LUMO: 0.00776 hartree

---

The following is a DFT calculation (ωB97M-V with the def2-TZVPD basis set) of CH5AuO2 as an isolated structure at a distorted geometry.

```
9
Properties=species:S:1:pos:R:3:mulliken_charge:R:1
H 0.952 1.436 -0.825 0.31
H 1.195 -0.198 -0.600 0.31
H -1.089 0.283 -1.438 0.33
O -0.472 -0.895 1.144 -0.39
H -1.133 -0.474 0.406 0.45
H 0.862 1.111 0.810 0.29
O -1.029 0.651 -0.553 -0.61
Au 0.094 -2.544 1.204 -0.10
C 0.620 0.629 -0.149 -0.59
```

Values from the calculation:
* E_LUMO (spin up / spin down): 0.01753 / -0.06940 hartree
* 2S+1: 3

---

The following is a DFT calculation (ωB97M-V with the def2-TZVPD basis set) of one molecule with the formula CH5BO at a distorted geometry.

```
8
Properties=species:S:1:pos:R:3:mulliken_charge:R:1
H -1.514 1.066 0.427 0.24
C -1.001 0.438 -0.345 -0.53
B 0.921 -1.437 -0.484 0.29
H 1.373 -2.239 0.266 0.00
O -0.151 -0.426 0.384 -0.48
H 0.755 -1.323 -1.708 -0.02
H -0.469 1.083 -1.097 0.24
H -1.888 0.062 -0.924 0.25
```

Values from the calculation:
* structure (SMILES): BOC
* E_LUMO: -0.00016 hartree

---

The following is a DFT calculation (ωB97M-V with the def2-TZVPD basis set) of a 2-piece molecular cluster, CH5BO2S overall at a distorted geometry.

```
10
Properties=species:S:1:pos:R:3:mulliken_charge:R:1
H -0.011 -0.972 2.270 0.31
H -1.415 0.313 -0.740 0.24
S 0.536 -1.130 -0.837 -0.16
H -0.889 -0.063 -2.359 0.32
O 2.125 0.803 0.701 -0.46
C -0.521 0.302 -1.446 -0.74
H 0.092 1.126 -1.620 0.31
O -0.896 -0.624 2.061 -0.64
H -0.595 0.307 1.906 0.32
B 1.573 -0.063 0.064 0.49
```

Values from the calculation:
* structure (SMILES): CSB=O.O
* E_LUMO: 0.01136 hartree

---

The following is a DFT calculation (ωB97M-V with the def2-TZVPD basis set) of one molecule with the formula CH5BOS at a distorted geometry.

```
9
Properties=species:S:1:pos:R:3:mulliken_charge:R:1
H -0.651 2.410 -1.398 0.32
H 2.005 -1.631 -0.507 0.11
B -0.230 1.026 -0.132 0.27
C 0.434 -0.362 0.215 -0.61
H -0.086 -0.936 0.933 0.41
H 1.317 0.106 0.633 0.25
S 0.923 -1.443 -1.185 -0.18
O -0.322 1.505 -1.333 -0.45
H -0.475 1.688 0.749 -0.12
```

Values from the calculation:
* structure (SMILES): OBCS
* E_LUMO: 0.01677 hartree

---

The following is a DFT calculation (ωB97M-V with the def2-TZVPD basis set) of CH5BrN3O as an isolated structure at a distorted geometry.

```
11
Properties=species:S:1:pos:R:3:mulliken_charge:R:1
C 0.704 -0.120 1.630 0.67
H -1.054 -0.658 2.433 0.32
O 1.734 0.110 1.162 -0.23
H 0.963 0.764 -2.187 0.29
H -1.379 -0.499 -1.759 0.31
H -0.210 0.658 -3.424 0.29
Br -1.021 1.133 0.283 -0.37
N -0.406 -0.358 -1.569 -0.21
N 0.145 0.273 -2.511 -0.03
N -0.038 -0.480 2.617 -0.33
H 0.562 -0.823 3.324 0.29
```

Values from the calculation:
* total charge: +1
* E_LUMO (spin up / spin down): -0.20200 / -0.20187 hartree

---

The following is a DFT calculation (ωB97M-V with the def2-TZVPD basis set) of CH5CeO2 as an isolated structure at a distorted geometry.

```
9
Properties=species:S:1:pos:R:3:mulliken_charge:R:1
C -0.753 -0.842 -0.667 -0.47
H -1.552 -0.092 -0.616 0.23
H 0.082 -0.460 -1.275 0.19
O -0.345 -1.129 0.672 -0.51
O 0.844 1.897 1.305 -0.70
H 0.639 0.947 1.299 0.28
H -1.156 -1.741 -1.157 0.28
H 0.362 -1.778 0.653 0.29
Ce 1.878 3.197 -0.215 0.42
```

Values from the calculation:
* E_LUMO (spin up / spin down): 0.00166 / 0.00588 hartree
* 2S+1: 2

---

The following is a DFT calculation (ωB97M-V with the def2-TZVPD basis set) of a 2-piece molecular cluster, CH5ClN2O overall at a distorted geometry.

```
10
Properties=species:S:1:pos:R:3:mulliken_charge:R:1
H 0.995 0.586 -0.652 0.36
N 1.762 0.071 -0.979 -0.52
C -1.380 -0.730 0.536 0.09
O -1.185 -1.284 1.601 -0.52
N -1.076 0.599 0.281 -0.44
H 1.714 -0.962 -0.511 0.30
H -0.749 1.077 1.096 0.24
Cl 3.253 0.988 -0.515 -0.10
H -1.671 -1.207 -0.377 0.36
H -1.664 0.863 -0.480 0.24
```

Values from the calculation:
* structure (SMILES): NC=O.NCl
* E_LUMO: 0.01498 hartree

---

The following is a DFT calculation (ωB97M-V with the def2-TZVPD basis set) of a 2-piece molecular cluster, CH5FN2 overall at a distorted geometry.

```
9
Properties=species:S:1:pos:R:3:mulliken_charge:R:1
H -2.622 -1.315 0.003 0.24
N -2.133 -0.368 -0.331 -0.19
F -2.282 0.599 0.679 -0.15
N -0.025 -0.748 0.126 -0.41
H 0.887 0.263 -1.493 0.28
H 0.478 1.162 0.018 0.25
H 1.799 -0.010 -0.117 0.30
C 0.774 0.247 -0.427 -0.57
H 0.021 -1.598 -0.402 0.24
```

Values from the calculation:
* E_LUMO (spin up / spin down): -0.00008 / 0.00497 hartree

---

The following is a DFT calculation (ωB97M-V with the def2-TZVPD basis set) of a 2-piece molecular cluster, CH5FNO overall at a distorted geometry.

```
9
Properties=species:S:1:pos:R:3:mulliken_charge:R:1
H 3.405 -1.102 0.997 0.38
H -1.173 0.452 -1.079 0.32
O 2.625 -0.803 0.473 -0.29
N -0.339 0.634 -0.496 -0.16
H 0.738 0.105 1.065 0.28
C -0.161 -0.127 0.526 -0.07
H -0.819 -0.913 0.782 0.33
H 0.232 1.467 -0.387 0.32
F 2.557 0.328 -0.433 -0.10
```

Values from the calculation:
* total charge: +1
* E_LUMO: -0.20952 hartree

---

The following is a DFT calculation (ωB97M-V with the def2-TZVPD basis set) of a 2-piece molecular cluster, CH5FOSi overall at a distorted geometry.

```
9
Properties=species:S:1:pos:R:3:mulliken_charge:R:1
O -1.755 1.228 -0.255 -0.41
C 1.626 -0.168 0.049 -0.52
H 1.582 -0.138 1.106 0.34
Si -1.472 -0.351 0.006 0.36
H -1.609 -0.812 1.449 -0.04
F 2.064 1.055 -0.378 -0.25
H -0.871 1.593 -0.275 0.34
H -1.635 -1.322 -1.191 -0.03
H 2.070 -1.085 -0.511 0.21
```

Values from the calculation:
* E_LUMO (spin up / spin down): -0.00468 / -0.00191 hartree

---

Molecular weight for every record listed, in sequence, given in u: 142.0 94.0 94.0 96.2 96.2 96.2 48.1 80.2 80.2 144.3 246.0 43.9 91.9 75.9 155.0 189.2 96.5 64.1 66.1 80.1.